(1)
ORCA calculation (ωB97M-V/def2-TZVPD) on a structure of composition C30H50ClLuNOP at a distorted geometry.

Structure (XYZ):
```
85
Properties=species:S:1:pos:R:3
Lu -1.64 1.13 1.23
P -1.41 1.15 -1.48
Cl -3.99 1.00 1.73
C 1.09 -1.05 -2.35
H 0.74 -1.36 -3.33
H 0.43 -1.28 -1.52
C -1.97 2.80 -0.71
C -2.88 0.01 -1.71
C -2.63 3.88 -1.56
H -2.80 2.47 -0.01
C -3.25 4.91 -0.60
H -1.88 4.37 -2.21
H -3.40 3.46 -2.22
C -2.26 5.47 0.42
H -3.69 5.73 -1.19
H -4.09 4.43 -0.07
C -1.41 4.41 1.13
H -1.60 6.19 -0.08
H -2.82 6.06 1.17
C -0.81 3.40 0.14
H -0.59 4.89 1.69
H -2.03 3.89 1.88
H -0.11 3.89 -0.55
H -0.17 2.66 0.69
C -0.73 1.56 -3.13
C -2.54 -1.10 -2.72
H -3.01 -0.47 -0.71
C -3.69 -2.10 -2.90
H -2.30 -0.65 -3.70
H -1.63 -1.63 -2.41
C -5.04 -1.41 -3.17
H -3.45 -2.78 -3.73
H -3.77 -2.71 -1.99
C -5.35 -0.30 -2.17
H -5.04 -1.00 -4.19
H -5.84 -2.16 -3.14
C -4.20 0.72 -2.03
H -6.26 0.23 -2.46
H -5.53 -0.74 -1.18
H -4.10 1.30 -2.96
H -4.47 1.44 -1.24
C 0.36 2.65 -3.04
H -0.23 0.63 -3.44
C 1.02 2.86 -4.41
H -0.10 3.60 -2.71
H 1.12 2.37 -2.30
C 0.00 3.16 -5.51
H 1.74 3.68 -4.33
H 1.59 1.95 -4.66
C -1.15 2.14 -5.55
H -0.41 4.16 -5.35
H 0.51 3.17 -6.49
C -1.79 1.93 -4.18
H -1.92 2.47 -6.26
H -0.77 1.18 -5.91
H -2.30 2.86 -3.87
H -2.57 1.16 -4.26
C 2.22 0.59 -0.82
C 2.35 -0.60 -2.15
H 1.23 1.06 -0.83
C 3.45 -1.63 -1.85
H 2.67 0.04 -2.99
C 3.64 -1.87 -0.35
H 3.20 -2.59 -2.33
H 4.40 -1.28 -2.28
C 4.06 -0.61 0.41
H 2.70 -2.25 0.05
H 4.41 -2.64 -0.18
C 2.97 0.49 0.41
H 4.32 -0.87 1.44
H 4.95 -0.19 -0.07
H 2.26 0.32 1.24
H 3.48 1.45 0.63
O -0.56 -0.46 1.81
N -0.25 -1.48 2.68
C 0.09 -2.67 2.14
C 0.11 -3.78 2.98
C -0.14 -3.62 4.35
C -0.38 -2.35 4.87
C -0.40 -1.26 4.01
H 0.25 -2.71 1.07
H 0.32 -4.76 2.56
H -0.16 -4.49 5.01
H -0.56 -2.19 5.93
H -0.59 -0.23 4.33
```

As for the net charge: -1. The value obtained for the highest occupied orbital energy (alpha / beta) is -1.58 / -1.48 eV. Its energy above the lowest of the compared OMol25 structures with the same formula, charge and spin is 13.2 kcal/mol. The calculation puts the strongest force on any atom at 0.1105 Eh/bohr. The value obtained for the LUMO energy (alpha / beta) is 2.4 / 2.4 eV. The frontier orbital gap (alpha / beta) is 4.0 / 3.9 eV. The expectation value of S² is 1.78. The spin multiplicity is 2.

***

(2)
ORCA calculation (ωB97M-V/def2-TZVPD) on a cluster of 3 separate species, C3H12N2O2 in total at a distorted geometry.

Structure (XYZ):
```
19
Properties=species:S:1:pos:R:3
C -0.04 -0.81 -2.17
C 0.78 0.11 -1.24
N -0.11 1.08 -0.63
C -0.42 1.20 0.58
N 0.26 0.62 1.67
H -0.54 -1.55 -1.54
H 0.59 -1.27 -2.93
H -0.79 -0.13 -2.58
H 1.45 0.66 -1.89
H 1.34 -0.47 -0.49
H -1.39 1.64 0.86
H 1.02 0.09 1.26
H -0.29 -0.05 2.21
O -3.24 -1.32 -0.60
H -3.92 -1.52 0.04
H -3.22 -2.06 -1.20
O 3.04 1.61 2.74
H 3.33 0.93 3.37
H 2.17 1.26 2.54
```

Its SMILES is CC/N=C\N.O.O. The value obtained for the highest occupied orbital energy is -9.20 eV. Its energy above the lowest of the compared OMol25 structures with the same formula, charge and spin is 36.4 kcal/mol. The calculation puts the strongest force on any atom at 0.0276 Eh/bohr. The value obtained for the LUMO energy is 0.6 eV. The frontier orbital gap is 9.8 eV.

***

(3)
ORCA calculation (ωB97M-V/def2-TZVPD) on the molecule C5H8O at a distorted geometry.

Structure (XYZ):
```
14
Properties=species:S:1:pos:R:3
C -1.71 0.88 -1.20
C -1.42 -0.01 -0.29
O -2.37 -0.66 0.44
C 0.02 -0.32 -0.03
C 0.92 0.18 0.81
C 2.31 -0.42 0.66
H -2.73 1.19 -1.45
H -0.86 1.12 -1.99
H -3.13 -0.11 0.55
H 0.27 -1.14 -0.79
H 0.79 0.99 1.55
H 2.33 -1.36 1.11
H 2.53 -0.60 -0.41
H 3.07 0.28 1.04
```

Its SMILES is C=C(O)/C=C/C. The value obtained for the highest occupied orbital energy is -8.96 eV. Its energy above the lowest of the compared OMol25 structures with the same formula, charge and spin is 52.7 kcal/mol. The calculation puts the strongest force on any atom at 0.0754 Eh/bohr. The value obtained for the LUMO energy is 0.9 eV. The frontier orbital gap is 9.9 eV.

***

(4)
ORCA calculation (ωB97M-V/def2-TZVPD) on a cluster of 5 separate species, C4H16NO5S in total at a distorted geometry.

Structure (XYZ):
```
27
Properties=species:S:1:pos:R:3
C -2.57 0.94 -0.06
N -2.16 2.38 0.28
C -0.88 2.87 -0.20
O -0.82 3.93 -0.87
C -2.17 -0.14 0.96
C -1.88 -1.61 0.50
S -0.39 -1.70 -0.65
H -3.78 1.09 -0.01
H -2.10 0.80 -1.10
H -2.86 3.00 0.27
H -0.07 2.09 0.02
H -1.33 0.21 1.48
H -2.87 -0.27 1.77
H -1.46 -2.11 1.47
H -2.81 -2.07 0.06
H 2.71 -2.66 -1.19
H 2.02 -2.50 -0.04
O 2.90 -2.66 -0.24
H 2.32 1.17 -1.22
H 1.30 1.73 -2.09
O 2.20 1.88 -1.79
H 3.40 -1.00 0.19
H 2.48 -0.55 1.36
O 3.06 -0.15 0.59
H 0.22 -2.48 1.44
H 1.09 -1.88 2.53
O 1.18 -2.54 1.83
```

As for the net charge: -1. The value obtained for the highest occupied orbital energy is -3.68 eV. Its energy above the lowest of the compared OMol25 structures with the same formula, charge and spin is 54.9 kcal/mol. The calculation puts the strongest force on any atom at 0.1210 Eh/bohr. The value obtained for the LUMO energy is 3.3 eV. The frontier orbital gap is 7.0 eV.

***

(5)
ORCA calculation (ωB97M-V/def2-TZVPD) on a structure of composition C14H36HgN2O4 at a distorted geometry.

Structure (XYZ):
```
57
Properties=species:S:1:pos:R:3
Hg 0.10 -0.28 -0.24
C 1.64 2.04 -3.90
C 0.26 1.62 -3.47
C -0.63 1.12 -4.59
O 0.30 0.63 -2.43
H 2.25 1.39 -4.52
H 2.31 2.09 -3.04
H 1.69 3.10 -4.17
H -0.28 2.48 -3.07
H -1.05 1.83 -5.29
H -1.53 0.63 -4.21
H 0.03 0.39 -5.06
C -1.77 -3.90 1.05
C -0.30 -3.76 0.57
C 0.11 -5.01 -0.07
O -0.07 -2.52 -0.07
H -1.96 -4.79 1.66
H -2.43 -4.08 0.19
H -2.05 -3.00 1.59
H 0.23 -3.76 1.53
H -0.32 -5.16 -1.06
H -0.08 -5.89 0.54
H 1.18 -4.94 -0.25
C -3.89 1.91 -0.52
C -2.47 1.59 -0.50
C -1.67 2.50 0.50
O -0.26 2.04 0.49
C 0.72 2.99 0.98
N -2.34 0.11 -0.09
H -4.32 1.96 0.48
H -4.49 1.25 -1.14
H -4.05 2.89 -0.96
H -2.05 1.88 -1.46
H -2.03 2.37 1.52
H -1.71 3.56 0.24
H 1.69 2.59 0.70
H 0.66 3.00 2.07
H 0.58 4.04 0.72
H -2.83 -0.64 -0.56
H -2.79 0.01 0.81
C 4.09 -0.68 1.89
C 2.63 -0.64 1.39
C 1.64 -0.11 2.46
O 0.27 0.00 2.11
C -0.52 -0.03 3.30
N 2.50 0.26 0.23
H 4.72 -0.56 1.01
H 4.27 -1.54 2.53
H 4.21 0.15 2.58
H 2.31 -1.58 0.93
H 1.89 0.81 2.99
H 1.71 -0.89 3.21
H -1.56 0.16 3.01
H -0.16 0.74 3.98
H -0.52 -1.03 3.74
H 2.84 -0.22 -0.60
H 3.28 0.90 0.26
```

The value obtained for the highest occupied orbital energy is -6.97 eV. Its energy above the lowest of the compared OMol25 structures with the same formula, charge and spin is 60.8 kcal/mol. The calculation puts the strongest force on any atom at 0.0775 Eh/bohr. The value obtained for the LUMO energy is 0.4 eV. The frontier orbital gap is 7.3 eV.

***

(6)
ORCA calculation (ωB97M-V/def2-TZVPD) on the molecule C4H7NO at a distorted geometry.

Structure (XYZ):
```
13
Properties=species:S:1:pos:R:3
O 1.94 0.74 0.19
C 0.82 0.28 -0.50
C 0.20 -1.06 -0.07
C -1.17 -0.46 -0.31
N -1.29 0.45 0.80
C -0.52 0.98 -0.30
H 1.78 0.58 1.13
H 1.06 0.29 -1.56
H 0.22 -1.00 1.09
H 0.56 -1.99 -0.51
H -2.02 -1.00 -0.73
H -0.64 0.05 1.54
H -0.63 2.05 -0.54
```

Its SMILES is O[C@H]1C[C@H]2N[C@@H]12. The value obtained for the highest occupied orbital energy is -9.70 eV. Its energy above the lowest of the compared OMol25 structures with the same formula, charge and spin is 85.3 kcal/mol. The calculation puts the strongest force on any atom at 0.0468 Eh/bohr. The value obtained for the LUMO energy is 0.9 eV. The frontier orbital gap is 10.6 eV.